one.
{"formula": "C4H6N2S", "method": "ωB97M-V with the def2-TZVPD basis set", "symbols": ["C", "C", "C", "C", "H", "H", "H", "H", "H", "H", "N", "N", "S"], "coordinates": [[-1.246, 0.473, -0.026], [0.119, 0.348, -0.085], [0.725, -0.946, 0.079], [1.277, 1.401, -0.026], [-1.413, -1.692, -0.902], [-2.833, -0.567, 0.516], [-1.608, 1.603, 0.320], [0.491, -1.605, -0.691], [0.335, -1.180, 1.097], [1.096, 2.548, 0.135], [-2.106, -0.539, -0.171], [2.523, 0.944, -0.238], [2.639, -0.789, -0.007]], "mulliken_charge": [0.085, 0.290, -0.848, -0.202, 0.341, 0.225, 0.195, 0.364, 0.321, 0.275, -0.539, -0.475, -0.034], "total_charge": 0, "spin_multiplicity": 1, "orbital_gap_ha": 0.2550}

***

two.
{"formula": "C4H6N2S", "method": "ωB97M-V with the def2-TZVPD basis set", "symbols": ["C", "C", "C", "N", "C", "N", "S", "H", "H", "H", "H", "H", "H"], "coordinates": [[-1.370, 0.442, -1.581], [-0.756, 0.541, -0.405], [-1.032, 1.464, 0.775], [-0.082, 1.092, 1.827], [0.622, 0.144, 1.358], [0.327, -0.246, 0.051], [1.124, -1.457, -0.803], [-1.051, -0.279, -2.351], [-2.210, 1.094, -1.816], [-2.069, 1.359, 1.121], [-0.895, 2.504, 0.499], [1.437, -0.351, 1.894], [0.287, -2.487, -0.525]], "mulliken_charge": [-1.026, 0.536, -0.286, -0.538, -0.021, -0.053, -0.182, 0.249, 0.263, 0.270, 0.265, 0.382, 0.143], "total_charge": 0, "smiles": "C=C1CN=CN1S", "spin_multiplicity": 1, "orbital_gap_ha": 0.3318}

***

Which is most stable? The ranking, best first, is two, one.

***

one.
{"formula": "C30H30N6", "method": "ωB97M-V with the def2-TZVPD basis set", "symbols": ["C", "C", "C", "N", "C", "C", "H", "H", "H", "H", "H", "C", "C", "C", "N", "C", "C", "H", "H", "H", "H", "H", "C", "C", "C", "N", "C", "C", "H", "H", "H", "H", "H", "C", "C", "C", "N", "C", "C", "H", "H", "H", "H", "H", "C", "C", "C", "N", "C", "C", "H", "H", "H", "H", "H", "C", "C", "C", "N", "C", "C", "H", "H", "H", "H", "H"], "coordinates": [[-1.649, -0.328, -1.008], [-0.764, 0.689, -1.298], [0.585, 0.354, -1.383], [1.053, -0.871, -1.167], [0.181, -1.830, -0.855], [-1.178, -1.605, -0.727], [-2.719, -0.152, -0.944], [-1.020, 1.730, -1.449], [1.354, 1.094, -1.578], [0.622, -2.820, -0.784], [-1.868, -2.422, -0.563], [2.342, 4.600, 1.464], [2.571, 4.812, 0.118], [1.635, 4.418, -0.810], [0.524, 3.769, -0.466], [0.307, 3.530, 0.821], [1.160, 3.970, 1.825], [3.034, 4.880, 2.245], [3.468, 5.320, -0.224], [1.758, 4.626, -1.865], [-0.565, 2.929, 1.048], [0.946, 3.765, 2.864], [5.344, -0.685, -3.600], [6.426, -1.506, -3.842], [6.317, -2.860, -3.531], [5.238, -3.405, -3.000], [4.207, -2.598, -2.746], [4.223, -1.245, -3.010], [5.464, 0.375, -3.784], [7.337, -1.140, -4.296], [7.146, -3.522, -3.766], [3.361, -3.109, -2.302], [3.393, -0.601, -2.751], [-3.922, -2.597, -3.469], [-4.602, -2.714, -2.266], [-5.894, -3.203, -2.281], [-6.448, -3.739, -3.365], [-5.790, -3.616, -4.519], [-4.551, -3.002, -4.624], [-2.921, -2.187, -3.525], [-4.135, -2.341, -1.364], [-6.533, -3.181, -1.405], [-6.276, -4.050, -5.385], [-4.138, -2.798, -5.604], [-3.732, 0.596, 4.306], [-2.832, 1.495, 4.844], [-2.198, 2.380, 3.972], [-2.345, 2.362, 2.660], [-3.194, 1.474, 2.156], [-3.906, 0.573, 2.929], [-4.220, -0.139, 4.934], [-2.571, 1.486, 5.892], [-1.520, 3.122, 4.382], [-3.252, 1.475, 1.072], [-4.549, -0.128, 2.412], [2.319, -1.165, 3.575], [2.371, -0.361, 4.697], [1.703, 0.861, 4.667], [0.974, 1.261, 3.636], [0.925, 0.480, 2.566], [1.598, -0.730, 2.467], [2.813, -2.129, 3.563], [2.862, -0.682, 5.606], [1.787, 1.493, 5.546], [0.288, 0.819, 1.754], [1.654, -1.277, 1.535]], "mulliken_charge": [-0.008, -0.878, -0.326, -0.222, -0.299, -0.570, 0.561, 0.541, 0.398, 0.394, 0.436, -0.485, -0.308, -0.446, -0.385, -0.271, -0.375, 0.400, 0.374, 0.385, 0.723, 0.394, -0.500, -0.266, -0.251, -0.543, -0.289, 0.102, 0.365, 0.363, 0.343, 0.400, 0.256, -0.015, -0.030, -0.429, -0.538, -0.188, -0.535, 0.415, 0.236, 0.361, 0.355, 0.355, -0.293, -0.407, -0.241, -0.273, -0.248, -0.451, 0.370, 0.379, 0.340, 0.446, 0.366, -0.489, -0.407, -0.427, -0.007, -0.084, -0.379, 0.386, 0.389, 0.360, 0.335, 0.335], "total_charge": 0, "smiles": "c1ccncc1.c1ccncc1.c1ccncc1.c1ccncc1.c1ccncc1.c1ccncc1", "spin_multiplicity": 1, "orbital_gap_ha": 0.3653}

***

two.
{"formula": "C30H30N6", "method": "ωB97M-V with the def2-TZVPD basis set", "symbols": ["C", "C", "C", "N", "C", "C", "H", "H", "H", "H", "H", "C", "C", "C", "N", "C", "C", "H", "H", "H", "H", "H", "C", "C", "C", "N", "C", "C", "H", "H", "H", "H", "H", "C", "C", "C", "N", "C", "C", "H", "H", "H", "H", "H", "C", "C", "C", "N", "C", "C", "H", "H", "H", "H", "H", "C", "C", "C", "N", "C", "C", "H", "H", "H", "H", "H"], "coordinates": [[1.835, 3.108, 1.797], [1.524, 2.258, 0.731], [0.628, 2.693, -0.239], [0.092, 3.888, -0.194], [0.310, 4.717, 0.823], [1.184, 4.382, 1.844], [2.575, 2.823, 2.526], [2.016, 1.305, 0.714], [0.388, 2.051, -1.028], [0.006, 5.726, 0.709], [1.404, 5.071, 2.662], [-4.790, 0.740, 2.936], [-4.310, -0.463, 2.390], [-3.060, -0.487, 1.791], [-2.321, 0.597, 1.666], [-2.728, 1.708, 2.252], [-3.940, 1.859, 2.865], [-5.795, 0.820, 3.365], [-4.913, -1.371, 2.374], [-2.653, -1.399, 1.331], [-2.085, 2.619, 2.210], [-4.293, 2.726, 3.379], [2.397, 0.500, 5.287], [1.563, -0.584, 5.042], [1.941, -1.628, 4.205], [3.118, -1.584, 3.596], [3.960, -0.607, 3.877], [3.627, 0.454, 4.658], [2.224, 1.326, 5.980], [0.608, -0.670, 5.625], [1.386, -2.544, 4.190], [4.966, -0.699, 3.479], [4.328, 1.247, 4.877], [-3.335, 0.976, -2.164], [-2.441, 2.028, -2.142], [-1.867, 2.497, -3.317], [-2.141, 1.931, -4.485], [-2.886, 0.820, -4.529], [-3.528, 0.289, -3.410], [-3.805, 0.595, -1.247], [-2.271, 2.598, -1.232], [-1.109, 3.250, -3.328], [-2.866, 0.333, -5.479], [-4.138, -0.606, -3.437], [2.481, -1.975, -4.000], [3.075, -3.236, -3.805], [2.751, -4.324, -4.615], [1.909, -4.138, -5.637], [1.327, -2.956, -5.857], [1.535, -1.893, -5.014], [2.598, -1.179, -3.313], [3.803, -3.290, -2.997], [3.256, -5.274, -4.513], [0.694, -2.895, -6.747], [0.923, -1.008, -5.177], [-0.120, -1.085, 0.207], [0.996, -1.580, 0.893], [1.612, -2.756, 0.503], [1.180, -3.467, -0.483], [0.169, -2.988, -1.230], [-0.502, -1.831, -0.932], [-0.716, -0.213, 0.534], [1.254, -1.103, 1.854], [2.432, -3.113, 1.106], [-0.106, -3.458, -2.144], [-1.353, -1.532, -1.580]], "mulliken_charge": [-0.261, -0.548, -0.151, -0.414, -0.512, -0.408, 0.475, 0.446, 0.570, 0.425, 0.386, -0.249, -0.681, -0.190, -0.112, -0.146, -0.616, 0.375, 0.366, 0.379, 0.267, 0.417, -0.178, -0.291, -0.406, -0.415, -0.305, -0.316, 0.407, 0.331, 0.421, 0.350, 0.417, -0.255, -0.277, -0.404, -0.605, -0.303, -0.376, 0.386, 0.484, 0.499, 0.410, 0.415, -0.462, -0.187, -0.263, -0.606, -0.192, -0.263, 0.508, 0.320, 0.386, 0.368, 0.383, 0.041, -0.528, -0.279, -0.592, -0.369, -0.519, 1.061, 0.215, 0.475, 0.397, 0.302], "total_charge": 0, "smiles": "c1ccncc1.c1ccncc1.c1ccncc1.c1ccncc1.c1ccncc1.c1ccncc1", "spin_multiplicity": 1, "orbital_gap_ha": 0.3561}

***

Which is most stable? The ranking, best first, is one, two.

***

one.
{"formula": "C6H14P2", "method": "ωB97M-V with the def2-TZVPD basis set", "symbols": ["C", "C", "C", "C", "C", "C", "P", "P", "H", "H", "H", "H", "H", "H", "H", "H", "H", "H", "H", "H", "H", "H"], "coordinates": [[0.691, -0.873, 0.355], [-0.826, -0.815, -0.373], [-1.403, -1.096, 2.420], [-0.622, 1.760, 1.573], [1.002, -1.111, -2.606], [1.027, 1.686, -1.404], [-0.669, -0.053, 1.251], [0.560, -0.048, -1.287], [1.206, -2.199, 0.496], [-1.273, -1.742, -0.648], [-1.456, -2.142, 2.078], [-2.409, -0.704, 2.798], [-0.892, -1.349, 3.360], [-1.335, 1.956, 2.271], [-0.772, 2.474, 0.791], [0.293, 2.128, 2.156], [1.762, -0.659, -3.299], [0.151, -1.487, -3.241], [1.384, -2.087, -2.220], [2.029, 1.745, -1.966], [1.141, 2.426, -0.433], [0.409, 2.189, -2.071]], "mulliken_charge": [-0.275, -0.386, -1.017, -1.272, -1.040, -1.062, 0.684, 0.617, 0.448, 0.429, 0.383, 0.385, 0.396, 0.405, 0.475, 0.447, 0.363, 0.401, 0.403, 0.386, 0.341, 0.490], "total_charge": 2, "spin_multiplicity": 1, "orbital_gap_ha": 0.4311}

***

two.
{"formula": "C6H14P2", "method": "ωB97M-V with the def2-TZVPD basis set", "symbols": ["C", "C", "C", "C", "C", "C", "P", "P", "H", "H", "H", "H", "H", "H", "H", "H", "H", "H", "H", "H", "H", "H"], "coordinates": [[0.022, -0.887, -0.705], [0.118, -0.844, 0.897], [3.054, -1.082, -0.045], [1.940, 1.560, 0.153], [-2.868, -1.120, 0.090], [-1.900, 1.716, 0.048], [1.550, -0.169, -0.045], [-1.365, -0.111, -0.011], [-0.537, -2.333, -2.566], [-0.120, -1.395, 1.790], [3.455, -0.917, -1.112], [2.911, -2.140, 0.148], [3.737, -0.462, 0.700], [1.509, 1.720, 1.185], [1.231, 2.083, -0.544], [2.933, 2.038, 0.063], [-2.778, -2.143, -0.242], [-3.358, -0.625, -0.755], [-3.529, -1.033, 0.883], [-2.705, 1.793, -0.661], [-1.047, 2.273, -0.300], [-2.253, 2.081, 1.030]], "mulliken_charge": [-0.282, -0.393, -0.884, -0.952, -1.019, -0.903, 0.602, 0.695, 0.210, 0.474, 0.367, 0.395, 0.382, 0.389, 0.281, 0.399, 0.399, 0.349, 0.404, 0.392, 0.311, 0.384], "total_charge": 2, "spin_multiplicity": 1, "orbital_gap_ha": [0.2919, 0.3756]}

***

Which is most stable? The ranking, best first, is one, two.